Record 1
DFT (the ωB97M-V functional and the def2-TZVPD basis) results for a structure of composition C22H34BN8O2PPtS2.

The spin multiplicity is 4. Its total charge is +1. As for the electronic energy: -74262.0478 eV. The frontier orbital gap (spin up / spin down) comes out at 8.885 / 5.293 eV.

Element x y z (Å)
Pt 0.42368 -0.77169 -0.55103
C 0.68928 -4.00707 1.51635
C -0.43677 -3.80838 0.56503
C -1.39019 -4.77329 0.24036
C -2.25773 -4.15122 -0.63284
N -1.83783 -2.89247 -0.82044
N -0.71255 -2.67231 -0.08170
B -2.48473 -1.66809 -1.50568
N -1.56575 -1.23975 -2.70067
C -1.86885 -1.27902 -4.00433
C -0.93153 -0.54136 -4.69329
C -0.06820 -0.03673 -3.71930
C 1.03114 0.94026 -3.95503
N -0.44569 -0.49464 -2.51925
N -2.54317 -0.51296 -0.45932
C -3.61265 -0.01806 0.18670
C -3.18214 0.90819 1.11112
C -1.78887 0.92376 0.99631
C -0.77792 1.71194 1.75197
N -1.43110 0.06686 0.04602
N -3.87610 -1.88408 -2.04891
C -4.65452 -0.92427 -2.60794
C -5.79259 -1.52258 -3.08522
C -5.62835 -2.88961 -2.78080
C -6.56633 -4.01691 -3.05690
N -4.47745 -3.09451 -2.16616
H 1.17365 -4.96479 1.32823
H 1.45096 -3.23380 1.45056
H 0.31908 -4.02321 2.54272
H -1.44476 -5.78180 0.60672
H -3.15225 -4.48922 -1.12254
H -2.74212 -1.80760 -4.34472
H -0.89902 -0.34771 -5.74981
H 1.95544 0.45812 -4.27569
H 0.72430 1.62116 -4.74804
H 1.22769 1.54615 -3.07312
H -4.60338 -0.35462 -0.05949
H -3.78682 1.49469 1.77840
H -1.27013 2.41273 2.42250
H -0.14156 1.06261 2.35465
H -0.13711 2.27929 1.07538
H -4.33606 0.10478 -2.63529
H -6.62315 -1.05204 -3.57991
H -7.38494 -3.68848 -3.69370
H -6.05240 -4.83695 -3.55656
H -6.99340 -4.40257 -2.13121
C 6.77921 -2.03482 0.21154
C 5.85528 -1.36540 1.20198
C 5.15205 -2.31200 2.14575
O 4.88002 -0.52573 0.47093
P 3.54062 -0.92108 -0.20013
S 2.81327 0.53890 -1.28116
S 2.00610 -0.82901 1.19136
O 3.76092 -2.32110 -0.81507
C 3.36639 -3.12603 -1.99916
C 2.13511 -3.92147 -1.67430
C 3.24114 -2.26235 -3.22989
H 7.60203 -2.50466 0.74996
H 7.19910 -1.30396 -0.47648
H 6.26065 -2.80571 -0.35724
H 6.39918 -0.61213 1.77231
H 4.55829 -3.05338 1.60857
H 4.51925 -1.77733 2.85259
H 5.90624 -2.85286 2.71894
H 4.22941 -3.78797 -2.08723
H 1.24815 -3.29005 -1.59412
H 2.26115 -4.48952 -0.75507
H 1.96596 -4.62833 -2.48756
H 2.33314 -1.66081 -3.20522
H 3.18565 -2.91849 -4.09899
H 4.10666 -1.61381 -3.35330

Cartesian forces, eV/Å:
-0.01 -0.38 -0.13
0.15 0.03 0.11
0.02 -0.05 -0.04
-0.11 0.12 -0.15
0.03 -0.10 0.10
-0.09 0.07 0.25
0.02 0.06 -0.30
0.16 -0.08 -0.13
-0.09 0.29 0.07
0.05 -0.03 -0.02
-0.13 -0.02 0.04
0.02 -0.07 -0.04
0.02 0.12 0.05
-0.07 -0.14 0.09
0.04 0.05 0.00
0.00 0.01 0.00
0.02 -0.02 0.01
-0.01 0.00 -0.01
0.03 0.09 0.04
-0.12 0.01 0.12
-0.12 -0.10 0.00
-0.14 0.09 -0.11
0.18 0.12 0.06
0.05 0.00 0.04
-0.03 -0.04 -0.01
0.06 -0.19 0.01
-0.03 -0.04 0.03
-0.03 0.01 -0.06
0.00 0.01 -0.01
0.00 -0.06 0.02
-0.03 -0.02 -0.01
-0.03 -0.01 -0.04
0.00 0.02 -0.05
0.04 0.00 0.06
0.03 -0.04 -0.05
-0.03 -0.04 -0.05
-0.05 0.00 0.01
-0.02 0.02 0.03
0.00 0.00 -0.01
0.00 -0.02 0.01
0.01 -0.02 0.00
-0.01 0.05 0.00
-0.03 0.03 -0.02
-0.01 0.01 -0.01
0.01 -0.01 0.01
0.00 -0.01 0.01
-0.02 -0.03 0.00
0.03 0.05 0.03
0.08 -0.09 0.07
0.05 0.01 0.01
-0.11 -0.02 0.17
0.22 0.31 -0.16
0.05 0.12 0.01
0.05 -0.12 0.19
0.19 0.15 0.02
-0.11 -0.11 -0.11
-0.04 -0.07 -0.07
0.00 0.00 0.02
0.01 0.03 -0.02
-0.01 -0.01 0.01
-0.01 -0.05 -0.04
-0.01 0.00 -0.03
-0.03 0.03 -0.01
-0.01 0.01 0.00
-0.05 0.04 -0.04
0.06 0.01 0.00
0.01 0.01 0.02
-0.03 -0.03 0.00
-0.01 0.01 0.02
-0.01 -0.01 -0.01
0.03 0.03 0.00

***

Record 2
DFT (the ωB97M-V functional and the def2-TZVPD basis) results for a structure of composition C22H34Cl2O3Sn at a distorted geometry.

Its total charge is -2. As for the electronic energy: -60387.1888 eV. The frontier orbital gap comes out at 4.362 eV. The value obtained for the energy relative to the best compared isomer or geometry (same formula, charge and spin) is 0.0 kcal per mole.

Element x y z (Å)
C 0.16394 -1.59604 -3.64954
C 1.00480 -0.47884 -3.94184
C 0.18059 0.68404 -4.01449
C 2.46449 -0.49226 -4.14920
C -1.16512 0.28851 -3.76518
C -1.17984 -1.12504 -3.56463
C -2.36289 -1.96495 -3.32921
C 0.58326 -2.99487 -3.47760
C 0.65127 2.04456 -4.31381
C -2.31714 1.19950 -3.71398
Sn 0.98936 -0.03791 -0.28737
Cl 2.24815 1.65928 -0.94000
Cl 2.54931 -1.74090 -0.67793
O -0.69291 0.88023 -0.78146
H 2.85503 -1.51097 -4.09041
H 2.98060 0.12164 -3.39261
H 2.71318 -0.07879 -5.13737
H 1.53461 2.30128 -3.71666
H -0.13834 2.77946 -4.08917
H 0.91327 2.14485 -5.37418
H -2.10490 2.05483 -3.05770
H -3.20863 0.68669 -3.34114
H -2.55168 1.59950 -4.71749
H -3.20909 -1.36436 -2.98439
H -2.14070 -2.73376 -2.57151
H -2.67284 -2.47814 -4.25442
H 1.63918 -3.06674 -3.22211
H 0.40707 -3.57489 -4.39869
H 0.00307 -3.46183 -2.66173
H -1.45405 0.28524 -0.63795
O -0.52944 -2.09271 -0.03283
H -1.39141 -1.67941 0.14368
C -0.68159 3.17410 1.36037
C 0.43923 2.89076 2.35738
C 0.73665 4.17305 3.13345
C 0.10453 1.70699 3.25796
C -0.44897 1.87050 4.52841
C -0.76434 0.75113 5.31056
C -0.56090 -0.53044 4.82155
C -0.01563 -0.74744 3.56480
C 0.29860 -2.14548 3.04542
C 1.69331 -2.57641 3.49383
C -0.74261 -3.18224 3.47948
C 0.37282 0.39306 2.82620
O 1.17653 0.22099 1.74642
H -1.59794 3.46560 1.89201
H -0.89929 2.30663 0.72766
H -0.38505 3.99857 0.69821
H 1.33447 2.61620 1.78290
H -0.17993 4.57401 3.58858
H 1.47805 3.99826 3.91720
H 1.13006 4.92539 2.44627
H -0.63019 2.87018 4.89939
H -1.17486 0.89997 6.31078
H -0.82627 -1.39891 5.43710
H 0.26755 -2.12321 1.94160
H 1.71993 -2.65103 4.59174
H 1.94178 -3.55692 3.07555
H 2.44047 -1.85083 3.17251
H -1.73377 -2.88393 3.13778
H -0.49961 -4.14526 3.02858
H -0.75519 -3.30047 4.56926

Cartesian forces, eV/Å:
-0.49 1.64 -0.09
-1.60 0.05 0.56
-0.70 -1.58 0.43
0.47 0.18 -0.02
1.46 -1.22 -0.40
1.41 1.23 -0.23
-0.25 -0.56 0.15
-0.28 -0.70 0.10
-0.03 0.57 0.06
-0.36 0.50 -0.21
-3.44 -3.64 0.89
1.49 1.94 -0.58
0.19 0.01 0.12
-0.23 -0.39 0.54
0.14 0.07 -0.01
0.12 -0.14 -0.19
0.22 -0.04 0.00
0.01 0.15 -0.10
0.26 -0.04 -0.08
0.13 0.26 -0.14
-0.18 0.00 0.00
-0.06 0.13 0.00
-0.19 0.08 0.20
-0.11 -0.12 0.06
-0.22 0.11 -0.10
-0.19 -0.12 0.13
0.08 -0.12 0.04
0.09 -0.22 0.09
0.29 0.01 -0.20
0.67 0.18 -0.39
0.87 1.88 0.08
0.24 -0.24 -0.09
-0.16 -0.09 -0.18
0.16 -0.17 0.16
0.03 -0.12 0.07
-0.16 0.08 0.26
-0.06 -0.69 -0.21
-0.10 0.62 0.19
-0.24 -0.31 0.20
0.26 0.21 -0.11
-0.19 0.14 -0.26
-0.06 0.00 0.20
0.21 0.26 0.00
0.76 -0.39 -0.94
-0.35 0.03 -0.28
0.10 -0.01 -0.02
0.05 0.25 0.14
-0.09 -0.11 0.06
-0.16 0.03 0.14
0.20 -0.01 -0.03
-0.03 0.08 0.04
-0.04 0.04 0.04
-0.04 0.01 0.13
0.06 -0.07 -0.20
0.07 0.41 -0.17
0.00 0.07 0.33
0.09 0.00 -0.12
0.04 0.08 -0.01
0.04 -0.04 -0.03
-0.07 -0.05 0.04
-0.03 -0.03 0.00
-0.07 -0.11 -0.06

***

Record 3
DFT (the ωB97M-V functional and the def2-TZVPD basis) results for a cluster of 4 separate species, C22H34ClF3N3O11S4 in total at a distorted geometry.

Its total charge is +1. As for the electronic energy: -114361.2982 eV. The frontier orbital gap comes out at 6.885 eV.

Element x y z (Å)
C -3.70156 3.62621 3.61864
N -3.64406 3.52807 2.15621
C -4.95485 3.74273 1.53347
C -2.97483 2.38921 1.70240
O -2.18575 2.40500 0.79122
C -3.20995 1.04291 2.41043
C -2.59102 -0.05566 1.59602
C -3.06442 -0.55653 0.37602
S -4.59785 0.05522 -0.32313
O -5.32416 -1.05977 -0.84023
O -5.25978 0.89860 0.62207
C -4.13577 1.11610 -1.81274
F -4.21621 0.38178 -2.90365
F -5.04818 2.07246 -1.85845
F -2.92984 1.63567 -1.69270
C -2.34396 -1.55910 -0.29244
Cl -2.78908 -2.20116 -1.79755
C -1.16802 -2.06894 0.26139
C -0.75558 -1.58543 1.46488
N -1.45995 -0.61759 2.08624
O -0.96125 -0.19158 3.27765
N -1.38268 -1.29286 4.37165
O -1.45383 -0.79212 5.36758
H -4.11953 2.73658 4.10341
H -2.70402 3.82738 4.00637
H -4.32421 4.48184 3.86264
H -5.70832 3.01162 1.84723
H -4.86025 3.72401 0.44988
H -5.29880 4.72857 1.81595
H -4.26304 0.84142 2.58508
H -2.72307 1.08333 3.37850
H -0.57793 -2.82518 -0.23686
H 0.14106 -1.94576 1.94612
C 4.25229 -5.19780 -0.10749
C 3.17852 -6.07439 0.55257
C 1.95765 -5.18377 0.81900
S 2.01532 -3.89024 -0.43475
O 2.19274 -2.61637 0.23377
O 0.90343 -4.05279 -1.34773
C 3.54146 -4.40724 -1.19698
H 5.06124 -5.78602 -0.52353
H 4.67766 -4.51452 0.63092
H 2.89865 -6.88033 -0.12808
H 3.53624 -6.53283 1.47277
H 1.01709 -5.72101 0.71988
H 2.00951 -4.69774 1.79197
H 4.09049 -3.53080 -1.53192
H 3.28498 -5.03604 -2.04899
C 9.88290 -4.54763 -1.29883
C 10.03951 -6.05113 -1.56565
C 8.64864 -6.60313 -1.90350
S 7.73537 -5.23601 -2.63525
O 6.62962 -4.89434 -1.76410
O 7.49797 -5.48787 -4.03076
C 9.02146 -4.00860 -2.43626
H 10.84508 -4.04060 -1.25701
H 9.37804 -4.39006 -0.34330
H 10.71202 -6.20410 -2.41114
H 10.46659 -6.57090 -0.70997
H 8.67901 -7.41605 -2.62425
H 8.10828 -6.91840 -1.01297
H 8.56321 -3.04468 -2.22853
H 9.57398 -3.96701 -3.37433
C -5.81770 8.58097 -1.86125
C -4.34292 8.17102 -1.97818
C -3.71699 8.31047 -0.58488
S -5.05522 8.05705 0.59067
O -5.27823 9.27699 1.31911
O -4.85482 6.81183 1.29587
C -6.35401 7.86381 -0.62680
H -6.38467 8.31456 -2.75155
H -5.89404 9.66134 -1.72476
H -4.27844 7.13288 -2.31021
H -3.81069 8.78072 -2.70609
H -2.94467 7.57033 -0.39179
H -3.32306 9.30985 -0.41168
H -7.27360 8.28742 -0.23032
H -6.47918 6.79615 -0.80696

Cartesian forces, eV/Å:
0.03 0.12 -0.26
-0.10 -0.31 0.56
-0.14 0.12 -0.14
0.24 0.21 -0.25
-0.20 -0.03 -0.17
0.11 -0.23 0.26
-0.22 -0.02 0.11
0.44 0.13 0.03
-1.24 -0.62 -0.04
0.37 0.01 -0.05
0.54 0.25 -0.09
-0.13 0.05 0.10
0.10 -0.02 -0.05
0.04 0.10 0.00
0.05 -0.10 -0.04
0.07 -0.03 -0.08
-0.03 0.06 -0.06
-0.10 0.13 0.28
0.06 -0.15 -0.33
0.25 -0.12 -0.02
-0.05 0.33 -0.26
-0.35 -0.30 -0.03
0.23 0.06 0.34
-0.12 0.04 0.07
0.03 -0.10 0.07
-0.03 0.02 0.05
0.12 -0.11 -0.01
0.02 -0.06 -0.01
0.05 0.14 0.00
-0.04 0.14 -0.08
0.05 0.02 0.04
-0.04 -0.03 -0.20
0.07 0.21 0.10
-0.22 -0.12 0.32
-0.02 0.06 -0.08
0.08 -0.25 0.05
0.18 -0.38 0.05
-0.23 0.04 0.02
-0.14 0.23 0.11
0.23 0.03 -0.03
-0.02 0.04 -0.01
0.04 0.02 -0.04
-0.01 0.00 -0.01
-0.01 0.00 0.01
-0.06 0.10 -0.02
0.03 0.08 -0.04
-0.07 0.03 -0.02
-0.06 0.03 -0.01
-0.05 -0.08 0.01
-0.02 0.05 -0.03
0.20 -0.10 0.10
0.18 0.01 -0.10
0.11 0.02 -0.14
-0.15 0.02 0.02
0.16 0.09 0.13
0.00 0.00 0.00
0.00 0.03 0.00
-0.01 0.01 -0.01
0.00 -0.01 0.00
-0.10 0.02 -0.03
-0.06 0.06 -0.01
-0.09 -0.03 -0.05
-0.03 -0.02 -0.03
0.08 0.03 0.03
-0.05 -0.01 0.03
0.10 -0.03 -0.24
0.01 -0.03 -0.11
0.01 -0.03 0.09
-0.02 0.14 0.07
-0.08 0.02 -0.19
0.00 0.01 0.00
-0.03 0.00 0.01
-0.01 -0.01 0.01
0.01 0.00 0.00
-0.01 0.01 0.10
-0.06 0.02 0.07
0.04 -0.01 0.10
0.02 -0.01 0.03

***

What is the formula in the first record?
C22H34BN8O2PPtS2